This record from the OMol25 dataset describes a single C10H13N2OP molecule in a non-equilibrium geometry. The level of theory is ωB97M-V/def2-TZVPD.

Calculated values
SMILES ... CC(=O)N1N=C(C)[C@@H]2[C@H]3C=C[C@H](C3)P21
LUMO level ... 0.840 eV
Total charge ... 0

Positions of all 27 atoms, in Å:
C  1.622  0.141  2.664
C  0.395  0.164  3.187
C  0.634  0.413  -1.148
C  -2.697  1.163  -0.574
C  0.306  -1.292  1.339
C  1.466  -0.321  1.274
C  -0.576  -0.281  2.178
C  1.045  0.900  0.390
C  1.672  0.035  -2.111
C  -3.357  0.921  -1.932
N  -0.597  0.302  -1.414
N  -1.393  0.811  -0.494
O  -3.194  1.733  0.363
P  -0.700  1.301  1.112
H  2.438  0.377  3.263
H  0.257  0.449  4.146
H  -0.233  -1.386  0.297
H  0.620  -2.304  1.798
H  2.335  -0.784  0.811
H  -1.546  -0.696  2.469
H  1.543  1.859  0.540
H  1.235  0.399  -3.099
H  1.996  -1.013  -2.240
H  2.488  0.719  -1.831
H  -2.903  1.808  -2.393
H  -4.493  1.101  -1.917
H  -3.093  -0.015  -2.564

***

This record from the OMol25 dataset describes a gas-phase ion, C10H13N2S (charge +1) in a non-equilibrium geometry. The level of theory is ωB97M-V/def2-TZVPD.

Calculated values
SMILES ... Cc1ccc2c(c1)[C@@H]([NH3+])[C@H](S)C=N2
LUMO level ... -3.775 eV
Total charge ... +1

Positions of all 26 atoms, in Å:
C  -2.148  1.463  -0.095
C  -1.030  1.747  -0.883
C  -1.108  -0.527  0.694
C  0.066  -0.255  0.006
C  -2.237  0.339  0.723
C  0.163  0.969  -0.697
C  2.466  0.971  -0.825
C  1.273  -1.122  0.085
C  2.569  -0.273  0.046
C  -3.509  -0.073  1.369
N  1.350  1.448  -1.218
N  1.320  -1.888  -1.273
S  2.825  0.334  1.816
H  -3.021  1.949  -0.165
H  -0.890  2.606  -1.601
H  -1.240  -1.490  1.098
H  3.366  1.656  -1.141
H  1.085  -1.858  0.929
H  3.415  -0.865  -0.235
H  -3.161  -0.487  2.338
H  -4.202  0.720  1.454
H  -4.025  -0.928  0.801
H  2.183  -2.378  -1.355
H  1.331  -1.152  -2.011
H  0.559  -2.615  -1.576
H  2.599  1.709  1.715

***

Respective frontier orbital gap values: 9.284, 8.257 eV.
Respective HOMO values: -8.44, -12.03 eV.
Respective ΔE to the lowest compared entry with this formula, charge and spin values: 1.400, 0.648 eV.